(1)
The following is a quantum chemistry calculation of a structure of composition C23H32BaNO4 in a non-equilibrium geometry, from OMol25.

```
61
Properties=species:S:1:pos:R:3:forces:R:3:lowdin_charge:R:1
O 1.474 0.245 0.803 0.3 -1.0 -0.5 -0.1828
C 1.547 -0.779 -0.239 -0.5 0.1 0.5 -0.1526
C 2.693 -1.482 0.524 0.3 0.4 0.1 -0.0440
H 1.767 -0.375 -1.227 0.4 0.3 0.3 0.0904
H 0.587 -1.334 -0.364 0.8 0.3 0.6 0.0516
C 2.644 -0.247 1.490 -0.4 -0.4 -0.4 -0.5493
H 3.646 -1.458 0.002 -0.2 -0.6 0.1 0.0577
H 2.439 -2.493 0.937 0.3 1.0 -0.2 0.1283
C 3.696 0.853 1.392 0.8 -0.3 -0.2 -0.0222
H 4.000 1.079 0.353 -0.4 0.0 0.3 0.0839
H 4.617 0.587 1.925 0.0 -0.2 0.0 0.0758
H 3.317 1.754 1.893 -0.1 -0.2 -0.4 0.0945
C 2.432 -0.570 2.946 -0.5 0.2 1.0 -0.0375
H 1.637 -1.324 3.120 0.3 0.6 -0.2 0.0860
H 2.206 0.376 3.510 0.0 -0.9 -0.4 0.1043
H 3.358 -0.988 3.365 -0.1 0.1 -0.1 0.0821
Ba -1.985 0.215 -1.001 0.4 0.1 2.5 1.9037
C -2.463 -0.912 2.010 -0.4 -1.1 -0.2 -0.1997
C -3.352 -1.749 1.260 0.7 0.1 -0.1 -0.2197
C -2.564 -2.586 0.417 -0.2 -0.2 0.2 -0.2845
H -4.439 -1.821 1.386 0.5 0.3 -0.3 0.0834
C -1.184 -2.339 0.722 -0.5 0.1 -0.2 -0.2905
C -1.138 -1.292 1.704 -0.4 -0.7 -0.3 -0.2302
H -0.260 -0.865 2.184 -0.3 -0.4 -0.4 0.0530
H -2.794 -0.150 2.714 0.3 -0.3 -0.3 0.0732
H -2.985 -3.351 -0.270 0.5 0.5 0.6 0.0685
H -0.357 -2.938 0.319 -0.3 0.3 0.3 0.0671
C -2.186 3.227 0.934 0.5 0.2 0.1 -0.2071
C -1.885 2.260 1.933 1.4 0.6 -0.6 -0.1786
C -0.628 1.676 1.601 -0.5 0.6 -0.3 -0.2101
H -2.492 1.990 2.789 0.2 0.2 -0.3 0.0661
C -0.175 2.272 0.373 0.1 -0.2 0.0 -0.3199
C -1.132 3.244 -0.023 -0.4 -0.2 0.1 -0.2648
H -1.024 3.927 -0.870 -0.1 -0.2 0.2 0.0593
H -3.057 3.892 0.898 0.2 -0.3 0.1 0.0785
H -0.115 0.892 2.171 -0.5 1.0 -0.5 0.0594
H 0.743 2.037 -0.188 -0.5 0.3 0.5 0.0669
O 3.046 -0.853 -2.827 1.5 0.1 -0.5 -0.1718
C 4.293 -1.350 -2.282 -0.3 -0.7 0.3 -0.2057
C 5.243 -1.782 -3.394 -0.5 0.2 -0.5 -0.1579
H 4.057 -2.283 -1.728 0.1 0.8 0.1 0.1157
H 4.753 -0.592 -1.630 -0.5 -0.3 -0.1 0.1210
C 4.320 -1.789 -4.658 0.7 -0.4 0.6 -0.1476
H 5.609 -2.785 -3.157 0.0 0.2 -0.2 0.1025
H 6.122 -1.131 -3.509 -0.4 -0.1 0.0 0.1055
C 2.950 -1.205 -4.206 0.4 -0.6 -0.2 -0.1825
H 4.220 -2.828 -4.983 -0.2 0.2 -0.1 0.0986
H 4.850 -1.253 -5.439 -0.4 0.2 -0.3 0.0946
H 2.191 -2.021 -4.272 0.2 0.8 -0.3 0.1230
H 2.692 -0.298 -4.791 -0.2 -0.6 0.3 0.1215
O -4.473 1.345 2.832 -1.1 0.0 -1.4 0.0054
C -4.826 1.445 1.652 1.2 -0.3 1.0 -0.4888
C -6.176 1.955 1.211 -0.6 0.2 0.1 -0.0995
C -6.088 1.939 -0.313 -1.1 0.5 -0.2 -0.1079
C -4.729 1.368 -0.584 1.0 -0.6 0.8 -0.5596
O -4.275 1.016 -1.723 -0.9 0.7 0.6 -0.2977
N -4.040 1.158 0.554 -1.0 -0.3 -1.2 0.0073
H -6.986 1.285 1.555 0.4 0.5 0.2 0.1195
H -6.272 2.975 1.643 -0.3 -0.7 -0.2 0.1247
H -6.806 1.237 -0.774 0.0 0.5 0.1 0.1188
H -6.262 2.973 -0.671 0.3 -0.7 -0.4 0.1204
```
Positions in Å, forces in eV/Å.

Output
E_LUMO = 1.8 eV
net charge = -1
frontier orbital gap = 4.77 eV
energy relative to the best compared isomer or geometry (same formula, charge and spin) = 0.0 kJ/mol


(2)
The following is a quantum chemistry calculation of a cluster of 2 separate species, C6H12BrNO3 in total in a non-equilibrium geometry, from OMol25.

```
23
Properties=species:S:1:pos:R:3:forces:R:3:lowdin_charge:R:1
C -1.387 0.422 -1.008 0.4 -2.4 -0.4 -0.0815
C 0.876 1.443 -1.640 1.2 1.6 0.6 -0.1586
C -0.515 -2.124 1.430 -0.1 3.1 -2.7 -0.0106
C 0.079 0.755 -0.517 -0.7 0.9 1.7 -0.4440
C 0.617 -1.065 1.446 -1.5 -1.1 -0.7 -0.5119
C 0.867 -0.453 0.092 -1.3 2.2 -0.9 -0.5399
N 3.671 1.392 0.998 0.5 0.1 1.0 -0.1560
O 4.152 2.055 0.134 -1.3 -0.9 -0.1 0.0759
O 2.639 0.703 1.101 0.6 0.7 -0.9 -0.0294
O 1.707 -1.819 1.749 2.0 -0.9 1.2 -0.0646
Br 1.696 -1.510 -1.237 -0.3 -0.1 0.5 0.8636
H -2.189 0.226 -0.273 0.9 -0.1 0.2 0.0689
H -1.394 -0.500 -1.726 0.2 1.6 1.2 0.1087
H -1.777 1.228 -1.577 0.0 1.0 -0.7 0.0458
H 0.747 1.211 -2.720 -0.3 -0.5 0.9 0.0799
H 1.974 1.293 -1.363 -1.4 0.6 -0.7 0.0513
H 0.604 2.545 -1.524 0.7 -1.3 -0.4 0.0952
H -0.442 -2.681 2.260 0.8 -2.4 2.9 0.0413
H -1.415 -1.573 1.592 -1.1 0.2 -0.6 0.0727
H -0.467 -2.681 0.502 -0.3 -0.2 0.1 0.0797
H 0.000 1.653 0.332 0.1 -2.7 -1.7 0.1831
H 0.345 -0.368 2.254 0.3 0.5 -0.6 0.1575
H 2.434 -1.205 1.862 0.6 0.0 0.1 0.0731
```
Positions in Å, forces in eV/Å.

Output
E_LUMO (alpha / beta) = -0.2 / -1.8 eV
frontier orbital gap (alpha / beta) = 9.69 / 5.88 eV
energy relative to the best compared isomer or geometry (same formula, charge and spin) = 225.4 kJ/mol


(3)
The following is a quantum chemistry calculation of a structure of composition C24H25FMnN4O3S3, from OMol25.

```
61
Properties=species:S:1:pos:R:3:forces:R:3:lowdin_charge:R:1
Mn -0.034 3.550 -2.872 -0.3 0.3 0.0 0.5832
S -3.499 3.636 -2.814 -0.1 0.1 0.0 0.4623
C -1.862 4.064 -3.012 -0.2 -0.3 0.1 -1.1534
S -3.529 1.806 -2.126 0.1 0.0 0.0 0.2771
S -1.233 5.419 -3.651 0.3 -0.1 0.0 0.8088
F -0.127 0.566 3.122 0.0 0.0 0.0 0.0847
C -0.264 -0.016 1.918 0.0 -0.1 0.1 -0.1794
C -0.174 0.763 0.808 0.0 0.1 -0.1 0.1042
C -0.248 0.180 -0.464 0.0 0.0 0.0 -0.0517
C -0.133 0.995 -1.653 0.0 0.3 0.2 -0.2741
O 0.008 2.258 -1.495 0.1 -0.1 -0.1 -0.0846
C -0.183 0.346 -2.891 -0.1 -0.1 0.0 -0.0293
C -0.352 -1.017 -2.915 0.0 -0.1 0.0 0.0750
N -0.495 -1.783 -1.831 0.0 0.0 0.1 0.0357
C -0.642 -3.225 -1.980 0.0 0.1 0.0 -0.2473
C -1.521 -3.750 -3.068 0.0 0.0 -0.1 -0.0656
C -1.960 -3.857 -1.640 0.0 0.0 0.0 -0.0854
C -0.426 -1.203 -0.566 0.0 -0.2 -0.1 -0.0967
C -0.544 -1.982 0.592 0.0 0.0 -0.1 0.0705
C -0.463 -1.413 1.849 0.0 0.0 0.2 -0.1226
N -0.591 -2.235 2.991 0.1 0.0 -0.1 -0.0902
C 0.225 -3.440 3.083 0.0 0.0 0.0 -0.1195
C -0.654 -4.585 3.595 -0.1 0.0 0.1 -0.0624
N -1.756 -3.980 4.437 0.1 0.0 0.0 0.0614
C -1.226 -2.836 5.260 -0.1 -0.1 -0.1 -0.0663
C -0.878 -1.678 4.314 0.0 0.0 0.0 -0.1229
C -0.047 1.020 -4.231 0.3 0.1 -0.1 -0.5337
O 0.003 0.343 -5.229 -0.2 0.0 0.0 0.1157
O 0.099 2.320 -4.233 0.1 -0.1 -0.1 -0.1008
H -0.013 1.827 0.910 0.0 0.0 0.0 0.1482
H -0.376 -1.517 -3.875 0.0 0.0 0.0 0.1583
H 0.270 -3.764 -1.755 0.0 0.0 0.0 0.1604
H -1.180 -4.639 -3.578 0.0 0.0 0.0 0.1204
H -2.043 -3.040 -3.694 0.0 0.0 0.0 0.1173
H -1.946 -4.828 -1.162 0.0 0.0 0.0 0.1089
H -2.755 -3.195 -1.321 0.0 0.0 0.0 0.1172
H -0.734 -3.041 0.499 0.0 0.0 0.0 0.1139
H 1.079 -3.281 3.749 0.0 0.0 0.0 0.1410
H 0.630 -3.707 2.112 0.0 0.0 0.0 0.1295
H -0.109 -5.279 4.231 0.0 0.0 0.0 0.1411
H -1.144 -5.136 2.795 0.0 0.0 0.0 0.1360
H -2.188 -4.691 5.027 0.0 0.0 0.0 0.1890
H -2.479 -3.621 3.812 0.0 0.0 0.0 0.1841
H -0.361 -3.228 5.790 0.0 0.0 0.0 0.1400
H -1.984 -2.556 5.987 0.0 0.0 0.0 0.1429
H -0.039 -1.133 4.750 0.0 0.0 0.0 0.1350
H -1.719 -0.992 4.238 0.0 0.0 0.0 0.1386
N 1.991 4.111 -3.103 0.0 0.1 0.1 0.0488
C 2.503 4.470 -1.793 0.0 -0.1 -0.2 -0.3012
C 1.831 5.435 -1.059 0.0 0.1 0.1 -0.0469
C 2.266 5.749 0.222 0.0 0.0 0.0 -0.0593
C 3.357 5.089 0.768 0.0 0.0 0.0 -0.0688
C 4.019 4.120 0.024 0.0 0.0 0.0 -0.0611
C 3.595 3.808 -1.259 0.0 0.0 0.1 -0.0267
H 2.541 3.365 -3.517 0.0 0.0 0.0 0.1204
H 2.042 4.897 -3.747 0.0 0.0 0.0 0.1241
H 0.997 5.976 -1.492 0.0 0.0 0.0 0.0966
H 1.753 6.516 0.787 0.0 0.0 0.0 0.1150
H 3.699 5.338 1.763 0.0 0.0 0.0 0.1120
H 4.881 3.614 0.438 0.0 0.0 0.0 0.1133
H 4.122 3.063 -1.845 0.0 0.0 0.0 0.1191
```
Positions in Å, forces in eV/Å.

Output
E_LUMO (alpha / beta) = -5.4 / -7.0 eV
net charge = +2
<S²> = 3.88
multiplicity = 4
frontier orbital gap (alpha / beta) = 8.07 / 6.52 eV


(4)
The following is a quantum chemistry calculation of a cluster of 7 separate species, C27H67O15P in total in a non-equilibrium geometry, from OMol25.

```
110
Properties=species:S:1:pos:R:3:forces:R:3:lowdin_charge:R:1
C -3.457 0.045 -6.898 -1.0 -0.1 -0.1 -0.1065
O -2.333 0.761 -6.438 0.0 0.3 0.1 -0.1990
P -0.831 0.418 -6.783 -0.1 0.0 0.1 0.3343
O -0.499 -1.006 -6.775 0.0 0.0 -0.3 -0.2199
O -0.509 1.193 -8.139 0.0 -0.2 0.1 -0.2177
C -1.080 0.732 -9.361 0.1 -0.3 -0.4 -0.0921
O -0.153 1.350 -5.721 0.1 0.0 -0.1 -0.1993
C 1.218 1.701 -5.856 1.2 0.2 0.6 -0.0848
H -3.899 -0.544 -6.095 0.2 -0.1 0.1 0.0914
H -3.277 -0.606 -7.752 0.3 -0.1 0.1 0.0757
H -4.215 0.771 -7.208 0.2 0.0 0.0 0.0927
H -0.307 0.313 -10.007 0.1 0.3 0.1 0.0930
H -1.562 1.582 -9.836 0.0 0.0 -0.1 0.0927
H -1.796 -0.083 -9.244 -0.1 0.2 0.3 0.0714
H 1.896 0.998 -5.361 -0.4 -0.4 -0.1 0.0955
H 1.399 2.630 -5.318 -0.4 0.2 -0.2 0.0685
H 1.540 1.794 -6.891 -0.2 0.1 -0.1 0.0873
C -3.152 -6.911 0.608 0.6 -0.1 0.2 -0.1060
O -3.237 -7.235 1.981 0.1 0.0 -0.2 -0.2059
C -4.557 -7.259 2.462 0.0 0.2 0.2 -0.2229
C -4.595 -6.949 3.942 -0.5 0.7 0.1 -0.2007
O -4.156 -5.636 4.270 0.1 -0.5 -0.1 -0.1770
C -2.785 -5.376 4.083 0.3 0.6 -0.3 -0.1149
H -3.525 -5.900 0.410 -0.3 -0.1 0.0 0.0879
H -3.644 -7.658 -0.021 -0.2 0.1 0.0 0.0881
H -2.089 -6.910 0.359 -0.1 -0.1 0.0 0.0883
H -4.992 -8.254 2.299 -0.2 0.1 -0.1 0.1289
H -5.157 -6.482 1.973 0.0 -0.2 -0.2 0.1276
H -4.109 -7.724 4.543 0.2 0.1 0.0 0.1280
H -5.651 -6.881 4.216 0.0 -0.5 0.1 0.1272
H -2.582 -4.955 3.089 -0.1 -0.1 0.0 0.0705
H -2.156 -6.262 4.177 -0.1 0.0 0.2 0.0913
H -2.502 -4.600 4.796 0.1 -0.2 0.2 0.0873
C 2.641 4.908 4.973 -0.4 0.5 0.0 -0.1277
O 3.109 3.739 4.371 0.2 -0.5 -0.1 -0.1952
C 2.712 3.622 3.007 0.7 0.4 0.6 -0.2077
C 3.600 2.521 2.445 -0.9 -0.4 0.3 -0.2076
O 3.404 2.229 1.088 0.0 0.4 -0.4 -0.1783
C 2.060 1.989 0.710 -0.2 -0.3 0.0 -0.1018
H 3.319 5.750 4.787 -0.1 0.0 0.0 0.0887
H 2.541 4.771 6.048 0.2 -0.2 0.0 0.0862
H 1.644 5.167 4.587 0.1 0.1 0.1 0.0878
H 2.915 4.576 2.500 -0.2 -0.1 -0.2 0.1334
H 1.645 3.387 3.004 0.0 0.0 -0.4 0.1190
H 3.369 1.624 3.045 0.3 0.0 0.0 0.1185
H 4.640 2.800 2.582 0.1 0.0 0.0 0.1319
H 2.076 1.230 -0.070 -0.1 -0.1 0.1 0.0793
H 1.531 2.866 0.312 0.3 0.2 0.1 0.0862
H 1.462 1.632 1.557 0.1 -0.3 -0.1 0.0845
C 0.182 -2.890 1.774 0.3 -0.1 0.9 -0.0982
O 0.039 -1.766 0.934 -0.3 -0.1 0.4 -0.1742
C -0.437 -2.131 -0.319 0.7 -0.8 -1.4 -0.2397
C -0.920 -0.963 -1.138 0.4 0.5 0.6 -0.2031
O 0.156 -0.079 -1.362 0.9 -0.6 -0.6 -0.1997
C -0.143 1.032 -2.183 -0.7 0.7 1.6 -0.0947
H -0.745 -3.474 1.834 0.0 0.0 -0.1 0.0795
H 0.429 -2.546 2.781 -0.2 0.2 -0.1 0.0777
H 1.023 -3.552 1.531 -0.1 0.1 -0.5 0.0910
H -1.197 -2.929 -0.308 -0.3 0.4 0.5 0.1247
H 0.371 -2.614 -0.906 0.1 0.2 0.1 0.1351
H -1.668 -0.399 -0.563 -0.4 -0.3 -0.4 0.1166
H -1.277 -1.364 -2.092 -0.4 0.2 0.0 0.1320
H -0.665 1.741 -1.511 -0.2 0.1 -0.5 0.0853
H -0.795 0.827 -3.032 0.3 -0.2 -0.2 0.0848
H 0.775 1.553 -2.446 0.1 -0.4 -0.4 0.0867
C 3.784 4.886 -4.055 -0.3 -1.0 -0.1 -0.0928
O 2.481 4.766 -4.606 0.5 0.1 -0.2 -0.1950
C 1.664 5.888 -4.382 0.1 0.0 0.5 -0.2288
C 0.226 5.447 -4.471 -0.8 0.8 -0.5 -0.2080
O -0.254 4.597 -3.459 0.4 -0.4 -0.3 -0.1680
C -0.233 5.140 -2.178 -0.4 0.4 0.8 -0.1197
H 4.384 5.666 -4.527 -0.1 0.2 0.1 0.0891
H 4.266 3.924 -4.238 0.1 0.1 -0.1 0.0885
H 3.726 4.971 -2.965 0.1 0.4 0.0 0.0903
H 1.826 6.708 -5.095 0.1 -0.2 -0.2 0.1306
H 1.928 6.314 -3.406 -0.3 0.0 0.1 0.1088
H 0.068 4.940 -5.425 0.2 -0.3 0.1 0.1293
H -0.412 6.347 -4.558 0.1 0.0 0.3 0.1300
H 0.733 5.564 -1.892 0.1 -0.1 0.0 0.0789
H -0.483 4.362 -1.455 0.1 -0.2 -0.2 0.0774
H -0.999 5.920 -2.036 0.1 0.1 -0.3 0.0941
C 3.652 -1.752 1.399 -0.1 -0.1 -0.1 -0.0866
O 3.383 -2.679 2.435 0.1 0.1 -0.1 -0.1863
C 4.163 -2.407 3.578 0.2 0.2 -0.3 -0.2425
C 3.491 -2.971 4.781 -0.6 -0.6 0.3 -0.1957
O 2.213 -2.433 5.095 0.0 0.0 -0.2 -0.1703
C 2.035 -1.061 4.837 -0.3 0.4 0.1 -0.1248
H 4.714 -1.742 1.130 0.0 0.0 0.0 0.0941
H 3.349 -0.749 1.700 0.0 0.2 0.0 0.0751
H 3.062 -2.032 0.528 0.0 -0.1 0.0 0.0884
H 4.315 -1.326 3.678 0.1 0.0 0.0 0.1111
H 5.154 -2.875 3.501 0.0 0.1 -0.1 0.1337
H 4.155 -2.915 5.653 0.0 0.2 0.0 0.1277
H 3.295 -4.029 4.585 0.1 0.0 0.1 0.1309
H 2.907 -0.464 5.121 0.0 0.0 0.0 0.0907
H 1.188 -0.709 5.431 0.1 -0.2 0.1 0.0889
H 1.765 -0.841 3.794 0.3 -0.2 0.0 0.0748
C -3.682 0.690 2.845 0.2 0.4 -0.4 -0.1703
C -2.450 -0.167 2.571 0.1 -0.5 0.2 -0.1692
C -1.488 0.394 3.618 -0.8 0.3 -0.4 -0.1861
O -2.327 0.758 4.727 0.0 -0.5 0.1 -0.1432
C -3.709 0.621 4.357 0.0 0.7 0.3 -0.2074
H -4.587 0.428 2.299 -0.1 -0.4 0.3 0.1122
H -3.444 1.715 2.537 0.0 0.0 0.1 0.1161
H -2.072 -0.143 1.554 0.1 0.2 0.0 0.0862
H -2.646 -1.218 2.814 -0.1 0.0 -0.1 0.1177
H -1.063 1.315 3.198 0.4 -0.1 0.3 0.1162
H -0.733 -0.309 3.957 0.2 0.1 -0.1 0.0970
H -4.202 1.451 4.869 -0.2 0.0 -0.3 0.1176
H -4.179 -0.304 4.712 0.4 -0.1 0.0 0.1176
```
Positions in Å, forces in eV/Å.

Output
structure (SMILES) = COP(=O)(OC)OC.C1CCOC1.COCCOC.COCCOC.COCCOC.COCCOC.COCCOC
E_LUMO = 0.6 eV
frontier orbital gap = 9.92 eV
energy relative to the best compared isomer or geometry (same formula, charge and spin) = 0.0 kJ/mol